The following is a quantum chemistry calculation of a molecular structure, C40H38AsCsF6O2S5, from the Open Molecules 2025 dataset.

## Properties
Spin multiplicity = 2
Net charge = +1
Molecular weight = 1032.892 g mol⁻¹
⟨S²⟩ = 0.76
Frontier orbital gap (alpha / beta) = 8.26 / 4.93 eV

Each line ends with the Löwdin charge.
Positions of all 93 atoms, in Å:
Cs (-2.66, 1.33, -1.85)  1.36
C (-0.47, 3.84, 2.35)  -0.53
C (-0.79, 5.09, 1.56)  -0.44
S (-1.50, 4.82, -0.09)  0.98
C (-2.60, 6.27, -0.17)  -0.47
C (-3.78, 5.96, 0.74)  -0.46
S (-4.09, 4.20, 0.44)  0.98
C (-4.35, 3.50, 2.09)  -0.46
C (-3.13, 3.47, 3.01)  -0.48
S (-1.72, 2.55, 2.33)  0.89
H (-0.28, 4.14, 3.38)  0.09
H (0.43, 3.38, 1.97)  0.04
H (0.12, 5.67, 1.39)  0.11
H (-1.48, 5.73, 2.11)  0.07
H (-2.90, 6.37, -1.21)  0.09
H (-2.06, 7.18, 0.12)  0.10
H (-4.67, 6.54, 0.52)  0.09
H (-3.50, 6.10, 1.78)  0.08
H (-4.73, 2.50, 1.88)  0.05
H (-5.17, 4.07, 2.54)  0.11
H (-3.45, 3.01, 3.94)  0.09
H (-2.79, 4.47, 3.28)  0.07
C (5.66, 1.07, 3.61)  -0.04
C (4.45, 1.24, 2.72)  -0.25
C (3.20, 0.77, 3.11)  -0.02
C (2.10, 0.90, 2.27)  -0.08
C (2.27, 1.49, 1.02)  -0.39
C (3.50, 1.99, 0.62)  -0.05
C (4.58, 1.87, 1.47)  -0.02
S (0.84, 1.58, -0.01)  0.98
O (0.57, 3.03, -0.33)  -0.59
C (1.38, 0.85, -1.56)  -0.30
C (1.37, 1.68, -2.70)  -0.06
C (1.53, 1.13, -3.94)  -0.01
C (1.70, -0.26, -4.10)  -0.14
C (1.83, -0.85, -5.38)  -0.02
C (1.97, -2.20, -5.52)  -0.06
C (2.00, -3.03, -4.38)  -0.06
C (1.88, -2.50, -3.13)  -0.02
C (1.72, -1.10, -2.95)  -0.11
C (1.54, -0.52, -1.66)  -0.15
C (1.55, -1.42, -0.45)  -0.13
C (2.81, -1.90, 0.05)  -0.11
C (4.03, -1.58, -0.60)  -0.01
C (5.22, -2.06, -0.11)  -0.06
C (5.25, -2.87, 1.04)  -0.07
C (4.09, -3.19, 1.69)  -0.03
C (2.85, -2.72, 1.21)  -0.15
C (1.63, -3.04, 1.86)  -0.01
C (0.44, -2.61, 1.38)  -0.06
C (0.39, -1.82, 0.19)  -0.29
S (-1.27, -1.35, -0.27)  0.99
O (-1.20, -0.65, -1.60)  -0.82
C (-1.94, -2.97, -0.54)  -0.39
C (-2.86, -3.44, 0.38)  -0.08
C (-3.45, -4.68, 0.16)  -0.02
C (-3.15, -5.43, -0.97)  -0.25
C (-3.80, -6.77, -1.22)  -0.04
C (-2.23, -4.92, -1.89)  -0.02
C (-1.62, -3.69, -1.69)  -0.04
H (5.42, 0.49, 4.51)  0.08
H (6.05, 2.04, 3.93)  0.09
H (6.46, 0.56, 3.08)  0.09
H (3.08, 0.29, 4.08)  0.12
H (1.12, 0.51, 2.56)  0.11
H (3.61, 2.45, -0.36)  0.13
H (5.56, 2.24, 1.17)  0.12
H (1.22, 2.74, -2.56)  0.11
H (1.53, 1.76, -4.82)  0.12
H (1.81, -0.20, -6.26)  0.12
H (2.07, -2.64, -6.51)  0.11
H (2.12, -4.10, -4.51)  0.11
H (1.90, -3.14, -2.25)  0.12
H (4.01, -0.96, -1.48)  0.12
H (6.15, -1.81, -0.62)  0.11
H (6.20, -3.25, 1.40)  0.11
H (4.11, -3.82, 2.57)  0.12
H (1.66, -3.67, 2.75)  0.12
H (-0.49, -2.89, 1.86)  0.11
H (-3.14, -2.84, 1.23)  0.11
H (-4.18, -5.05, 0.87)  0.12
H (-4.58, -6.98, -0.48)  0.08
H (-3.07, -7.58, -1.17)  0.09
H (-4.26, -6.80, -2.21)  0.09
H (-1.99, -5.49, -2.78)  0.12
H (-0.93, -3.28, -2.41)  0.11
F (-3.78, 0.79, 0.49)  -0.45
As (-5.28, 0.14, -0.21)  0.69
F (-5.26, -1.13, 0.94)  -0.21
F (-6.17, 1.14, 0.88)  -0.23
F (-6.70, -0.45, -0.93)  -0.20
F (-5.24, 1.49, -1.36)  -0.44
F (-4.27, -0.79, -1.31)  -0.37